# 1
{"formula": "C6H19NO3", "method": "ωB97M-V/def2-TZVPD", "symbols": ["C", "O", "C", "C", "C", "N", "H", "H", "H", "H", "H", "H", "H", "H", "H", "H", "H", "C", "O", "H", "H", "H", "H", "C", "O", "H", "H", "H", "H"], "positions_angstrom": [[0.361, 0.642, 1.032], [0.886, 0.912, 2.299], [2.175, 1.503, 2.328], [3.257, 0.807, 1.545], [3.409, -0.646, 1.959], [4.564, 1.503, 1.688], [0.051, 1.561, 0.520], [-0.523, 0.007, 1.146], [1.010, 0.037, 0.389], [2.111, 2.564, 2.037], [2.447, 1.509, 3.390], [3.038, 0.814, 0.475], [4.098, -1.199, 1.318], [2.468, -1.198, 1.980], [3.858, -0.718, 2.957], [4.664, 2.169, 0.933], [4.577, 2.053, 2.541], [-1.786, 0.297, -1.610], [-2.696, -0.704, -1.212], [-0.745, -0.018, -1.516], [-1.934, 0.617, -2.645], [-1.893, 1.187, -0.976], [-3.433, -0.704, -1.832], [-5.195, -2.305, -2.857], [-4.440, -1.314, -3.536], [-6.265, -2.201, -3.048], [-4.890, -3.318, -3.129], [-5.006, -2.206, -1.787], [-4.170, -1.650, -4.393]], "nbo_charge": [-0.26, -0.54, -0.07, -0.09, -0.62, -0.83, 0.16, 0.20, 0.16, 0.16, 0.18, 0.18, 0.22, 0.21, 0.21, 0.36, 0.35, -0.24, -0.74, 0.17, 0.17, 0.16, 0.49, -0.25, -0.74, 0.17, 0.17, 0.18, 0.48], "homo_lumo_gap_ev": 10.10, "e_tot_ev": -14161.0604, "de_lowest_kcal_mol": 46.6, "homo_energy_ev": -9.37, "multiplicity": 1}

---

# 2
{"formula": "C6H20BO8Y", "method": "ωB97M-V/def2-TZVPD", "symbols": ["Y", "B", "H", "H", "H", "H", "O", "C", "C", "O", "H", "H", "H", "H", "O", "C", "C", "O", "H", "H", "H", "H", "O", "C", "C", "O", "H", "H", "H", "H", "O", "H", "H", "O", "H", "H"], "positions_angstrom": [[-0.623, -1.289, 0.744], [-4.221, -2.594, 0.046], [-4.137, -2.261, 1.069], [-3.932, -1.747, -0.557], [-3.513, -3.380, -0.166], [-5.213, -2.938, -0.200], [3.571, 0.582, 1.679], [4.108, 1.584, 0.737], [5.701, 1.465, 0.384], [6.410, 0.966, 1.505], [3.964, 2.582, 1.150], [3.356, 1.661, -0.048], [6.113, 2.408, 0.027], [5.791, 0.833, -0.499], [1.620, -3.996, -1.050], [1.591, -4.265, -2.472], [1.038, -3.135, -3.441], [0.537, -1.914, -2.938], [1.135, -5.219, -2.735], [2.635, -4.445, -2.732], [0.298, -3.708, -4.000], [1.639, -2.938, -4.329], [-2.104, 3.247, -0.507], [-2.487, 4.618, -0.288], [-2.329, 5.761, -1.480], [-2.802, 5.353, -2.716], [-1.870, 4.932, 0.554], [-3.432, 4.634, 0.256], [-1.268, 5.944, -1.651], [-2.880, 6.636, -1.136], [-1.102, -3.869, 3.840], [-1.524, -4.725, 3.771], [-0.662, -3.886, 4.689], [-1.751, 0.745, 3.908], [-1.952, 0.671, 4.841], [-1.702, 1.687, 3.746]], "nbo_charge": [1.02, -0.87, -0.04, -0.01, -0.03, -0.03, -0.66, -0.12, -0.07, -0.83, 0.13, 0.15, 0.08, 0.12, -0.86, -0.09, -0.08, -0.82, 0.08, 0.11, 0.09, 0.08, -0.71, -0.10, -0.07, -0.83, 0.10, 0.10, 0.12, 0.08, -0.92, 0.46, 0.45, -0.93, 0.45, 0.47], "homo_lumo_gap_ev": 1.78, "e_tot_ev": -24616.0994, "total_charge": -4, "homo_energy_ev": 4.24, "multiplicity": 1}